Entry 1:
C7H13PS | wB97M-V/def2-TZVPD

Last column: Löwdin charge in e.
Positions of all 22 atoms, in Å:
C  1.24445  0.24036  1.68624  -0.102
C  0.69413  0.72045  0.31357  -0.691
P  1.61611  2.44799  -0.17739  0.513
S  0.35278  3.92422  -0.14033  0.124
C  -0.79366  0.99125  0.20291  -0.274
C  -1.61244  -0.31015  0.22100  -0.219
C  -1.17905  -1.20636  -0.95876  -0.226
C  0.29671  -1.53872  -0.81541  -0.217
C  1.09344  -0.23932  -0.85061  -0.243
H  1.03623  -0.78770  2.07349  0.085
H  0.84928  0.92763  2.45161  0.078
H  2.33796  0.25681  1.69789  0.064
H  -1.10645  1.27010  -0.81222  0.101
H  -1.26410  1.63786  0.95821  0.102
H  -2.65801  -0.20247  0.12158  0.091
H  -1.61731  -0.94720  1.07708  0.098
H  -1.79954  -2.19490  -0.98437  0.134
H  -1.53097  -0.69163  -1.89500  0.119
H  0.40979  -2.07676  0.14910  0.111
H  0.73519  -2.25565  -1.58169  0.126
H  2.17688  -0.33763  -0.97432  0.102
H  0.71860  0.37181  -1.76258  0.124

Results
ΔE to the lowest compared entry with this formula, charge and spin	81.1	kJ/mol
charge	0
frontier orbital gap	7.2	eV
lowest unoccupied orbital energy	-1.16	eV
highest occupied orbital energy	-8.4	eV
structure (SMILES)	CC1(P=S)CCCCC1

***

Entry 2:
C7H13PS | wB97M-V/def2-TZVPD

Last column: Löwdin charge in e.
Positions of all 22 atoms, in Å:
C  1.47804  -0.77547  0.32078  -0.676
C  -0.08435  1.24147  0.77986  -0.259
C  -1.08414  0.48417  1.66147  -0.443
C  1.29554  0.58172  0.65740  -0.485
C  1.96999  1.36169  -0.49208  -0.073
C  -0.89561  -1.77766  -1.53962  -0.211
C  -1.97575  -1.16168  -0.64327  -0.530
P  -1.60687  -1.31074  1.21068  0.911
S  2.59526  -1.85014  0.14563  0.746
H  -0.52137  1.41314  -0.11302  0.056
H  0.06478  2.21787  1.28559  0.127
H  -0.71177  0.17803  2.65522  0.040
H  -2.02818  1.11107  1.64950  0.085
H  1.74303  0.88505  1.61284  0.149
H  1.92062  2.47234  -0.31127  0.103
H  1.38672  1.24343  -1.34903  0.054
H  3.04819  1.08424  -0.61206  0.094
H  -0.42641  -2.81568  -1.21662  0.089
H  -1.30605  -1.88047  -2.61361  0.080
H  0.06093  -1.03227  -1.47048  0.068
H  -2.93767  -1.57914  -0.80002  0.029
H  -1.98495  -0.09096  -0.81789  0.043

Results
charge	0
frontier orbital gap (spin up / spin down)	6.8 / 8.1	eV
lowest unoccupied orbital energy (spin up / spin down)	-0.05 / -0.92	eV
highest occupied orbital energy (spin up / spin down)	-6.8 / -9.1	eV
spin multiplicity	3
expectation value of S²	2.008

***

Entry 3:
C7H14 | wB97M-V/def2-TZVPD

Last column: Löwdin charge in e.
Positions of all 21 atoms, in Å:
C  0.95473  -0.67197  1.46236  -0.066
C  -0.37184  -0.13264  0.85730  -0.363
C  -1.47269  -1.20128  0.76343  -0.072
C  -0.00529  0.52346  -0.45365  -0.543
C  0.54477  1.93464  -0.36701  -0.041
C  0.76182  -0.37010  -1.36184  -0.097
C  -0.60652  0.23586  -1.78487  -0.060
H  1.59933  -1.32998  0.84624  0.080
H  1.62953  0.15628  1.71444  0.074
H  0.71684  -1.25249  2.35087  0.069
H  -0.76530  0.65369  1.52015  0.136
H  -1.56071  -1.68707  1.73973  0.073
H  -1.23757  -1.97474  0.02202  0.076
H  -2.47500  -0.81598  0.51288  0.084
H  1.02421  2.22794  -1.31174  0.088
H  1.29734  2.00541  0.42539  0.076
H  -0.25670  2.65588  -0.16328  0.087
H  1.83515  -0.13972  -1.45999  0.115
H  0.66285  -1.42390  -1.07779  0.090
H  -0.88220  1.11991  -2.37405  0.104
H  -1.39275  -0.51319  -1.86058  0.089

Results
ΔE to the lowest compared entry with this formula, charge and spin	146.4	kJ/mol
charge	0
frontier orbital gap	10.8	eV
lowest unoccupied orbital energy	1.11	eV
highest occupied orbital energy	-9.7	eV
structure (SMILES)	CC(C)C1(C)CC1

***

Entry 4:
C7H14 | wB97M-V/def2-TZVPD

Last column: Löwdin charge in e.
Positions of all 21 atoms, in Å:
C  0.60804  -0.00748  -1.51153  -0.206
C  1.66102  -0.55093  -0.60452  -0.260
C  1.82627  0.30267  0.79134  -0.196
C  0.58048  0.50009  1.61191  -0.208
C  -0.82228  0.90408  0.89325  -0.074
C  -1.67705  -0.11348  0.48479  -0.335
C  -2.89088  -0.05588  -0.27342  0.049
H  0.75096  -0.16098  -2.63679  0.104
H  -0.36605  -0.54134  -1.24058  -0.082
H  0.46864  1.05430  -1.37883  0.064
H  2.65476  -0.65675  -1.14932  0.114
H  1.51038  -1.61494  -0.46816  0.079
H  2.17591  1.27464  0.34815  0.113
H  2.63679  -0.28248  1.28390  0.109
H  0.35784  -0.44731  2.17294  0.109
H  0.74208  1.24104  2.41964  0.098
H  -1.18051  1.99712  0.92850  0.126
H  -0.84557  -1.53167  -1.48480  0.188
H  -1.49761  -1.16373  0.96914  0.134
H  -3.27123  0.85793  -0.64701  0.032
H  -3.42197  -1.00490  -0.50860  0.042

Results
ΔE to the lowest compared entry with this formula, charge and spin	754.0	kJ/mol
charge	0
frontier orbital gap	5.2	eV
lowest unoccupied orbital energy	-1.51	eV
highest occupied orbital energy	-6.7	eV

***

Entry 5:
C7H14 | wB97M-V/def2-TZVPD

Last column: Löwdin charge in e.
Positions of all 21 atoms, in Å:
C  -1.85996  -0.87933  0.82247  -0.031
C  -1.69165  0.28940  0.21383  -0.187
C  -1.22763  0.45189  -1.21082  -0.174
C  0.25819  0.70562  -1.06161  -0.380
C  1.13203  -0.29491  -1.09305  -0.003
C  0.66610  2.11564  -0.72280  -0.061
H  -2.00440  -0.94488  1.89711  0.065
H  -1.82070  -1.82067  0.27690  0.072
H  -1.71698  1.20242  0.80783  0.102
H  -1.72564  1.29069  -1.71477  0.114
H  -1.42173  -0.45634  -1.79253  0.114
H  2.17471  -0.14481  -0.82607  0.072
H  0.82938  -1.31392  -1.32399  0.076
H  0.87452  2.67841  -1.63965  0.083
H  1.56740  2.13318  -0.10306  0.079
H  -0.12598  2.65206  -0.18782  0.073
C  1.22018  -1.53724  1.53242  -0.057
H  2.01673  -1.87153  0.86164  0.020
H  1.52929  -0.60770  2.01942  0.036
H  1.02011  -2.30855  2.27541  0.023
H  0.29377  -1.33956  0.98876  -0.037

Results
ΔE to the lowest compared entry with this formula, charge and spin	177.7	kJ/mol
charge	0
frontier orbital gap	10.1	eV
lowest unoccupied orbital energy	1.09	eV
highest occupied orbital energy	-9.0	eV
structure (SMILES)	C=CCC(=C)C.C

***

Entry 6:
C7H14 | wB97M-V/def2-TZVPD

Last column: Löwdin charge in e.
Positions of all 21 atoms, in Å:
C  -0.67373  -1.86923  1.57303  -0.040
C  -0.97909  -0.69737  1.02374  -0.237
C  -0.08912  -0.02923  0.04986  -0.432
C  0.74384  -0.87599  -0.91195  -0.054
C  0.55469  0.96961  1.02791  -0.075
C  -0.15327  1.45956  -0.17920  -0.280
C  0.75326  2.10955  -1.19619  -0.072
H  0.21234  -2.41382  1.25513  0.064
H  -1.29044  -2.31788  2.33748  0.052
H  -1.83718  -0.12193  1.36209  0.122
H  0.41230  -1.91766  -0.92955  0.056
H  1.79747  -0.87399  -0.63078  0.082
H  0.68763  -0.51389  -1.94675  0.082
H  0.08104  1.14129  1.99226  0.111
H  1.62900  0.89730  1.08304  0.115
H  -1.11248  1.94984  -0.02765  0.138
H  1.70718  1.57487  -1.24709  0.077
H  0.33153  2.16599  -2.20158  0.077
H  0.97469  3.12662  -0.85482  0.083
H  -1.83529  -2.09007  -0.48340  0.055
H  -1.91438  -1.67357  -1.09558  0.075

Results
ΔE to the lowest compared entry with this formula, charge and spin	322.2	kJ/mol
charge	0
frontier orbital gap	9.4	eV
lowest unoccupied orbital energy	1.12	eV
highest occupied orbital energy	-8.3	eV
structure (SMILES)	C=C[C@]1(C)C[C@H]1C.[H][H]

***

Entry 7:
C7H14 | wB97M-V/def2-TZVPD

Last column: Löwdin charge in e.
Positions of all 21 atoms, in Å:
C  -0.54781  -1.49890  -0.24854  0.027
C  -1.41063  -0.52498  -0.53750  -0.433
C  -1.02408  0.74670  -1.24648  -0.079
C  -2.88638  -0.68137  -0.30287  -0.081
H  -0.86519  -2.38517  0.29733  0.063
H  0.49132  -1.45831  -0.56293  0.048
H  -1.43040  0.75440  -2.26498  0.084
H  -1.44880  1.61851  -0.72934  0.086
H  0.05855  0.87771  -1.30632  0.054
H  -3.33579  0.16896  0.22450  0.078
H  -3.36396  -0.73286  -1.28947  0.083
H  -3.12041  -1.60333  0.23648  0.074
C  3.03376  0.09704  -0.42988  -0.023
C  2.25031  0.01112  0.64106  -0.269
C  1.30383  1.09246  1.05894  -0.128
H  3.85092  -0.59406  -0.61135  0.050
H  2.89916  0.90499  -1.14741  0.057
H  2.34725  -0.83148  1.32726  0.099
H  0.30207  0.72746  1.31040  0.064
H  1.22225  1.85986  0.28287  0.068
H  1.73404  1.56251  1.94939  0.077

Results
ΔE to the lowest compared entry with this formula, charge and spin	152.7	kJ/mol
charge	0
frontier orbital gap	10.3	eV
lowest unoccupied orbital energy	1.07	eV
highest occupied orbital energy	-9.2	eV
structure (SMILES)	C=C(C)C.C=CC

***

Entry 8:
C7H14 | wB97M-V/def2-TZVPD

Last column: Löwdin charge in e.
Positions of all 21 atoms, in Å:
C  1.01483  1.90859  2.06766  -0.101
C  0.21853  1.31565  0.94409  -0.136
C  -0.03632  0.03258  0.72851  -0.329
C  0.55106  -1.10030  1.53013  -0.050
C  -0.94166  -0.40813  -0.42601  -0.177
C  -0.19344  -0.27486  -1.77287  -0.265
C  -0.68012  -1.24436  -2.84249  -0.117
H  1.97601  1.42318  2.16564  0.062
H  1.13541  2.97739  1.99024  0.063
H  0.56608  1.63472  3.02861  0.080
H  -0.32521  2.00807  0.29966  0.106
H  0.96094  -1.86265  0.86376  0.081
H  1.38345  -0.77981  2.14704  0.064
H  -0.23141  -1.53470  2.15204  0.086
H  -1.75793  0.31274  -0.41626  0.109
H  -1.24581  -1.43856  -0.26686  0.106
H  0.87655  -0.41920  -1.59781  0.106
H  -0.28533  0.76512  -2.09813  0.104
H  -0.37446  -2.24956  -2.55315  0.069
H  -1.76695  -1.24029  -2.86970  0.070
H  -0.22983  -1.03724  -3.81076  0.067

Results
ΔE to the lowest compared entry with this formula, charge and spin	78.2	kJ/mol
charge	0
frontier orbital gap	9.8	eV
lowest unoccupied orbital energy	1.11	eV
highest occupied orbital energy	-8.7	eV
structure (SMILES)	C/C=C(\C)CCC

***

Entry 9:
C7H14BN | wB97M-V/def2-TZVPD

Last column: Löwdin charge in e.
Positions of all 23 atoms, in Å:
C  2.06566  -0.67952  -0.46733  -0.090
C  1.15741  -0.55751  0.73803  -0.281
C  1.02135  -1.95827  1.34154  -0.108
C  -0.11868  -2.53391  1.02422  -0.118
C  -1.10685  -1.63841  0.23998  -0.091
B  -0.36826  -0.18586  0.25883  -0.385
N  -0.77226  0.99790  -0.31770  -0.075
C  -2.17156  1.15647  -0.77058  -0.043
C  0.07666  2.23903  -0.14864  -0.037
H  1.61255  -1.31899  -1.25991  0.102
H  2.92007  -1.33292  -0.21911  0.086
H  2.33924  0.27446  -0.75781  0.042
H  1.74937  0.16081  1.48862  0.157
H  1.72767  -2.38068  1.94909  0.075
H  -0.42161  -3.59178  1.14401  0.107
H  -2.23052  -1.59996  0.43312  0.104
H  -1.00480  -2.17505  -0.68892  0.090
H  -2.62807  0.18315  -0.46550  0.076
H  -2.68356  1.95131  -0.20072  0.088
H  -2.19822  1.42019  -1.83097  0.087
H  -0.31563  3.06491  0.41731  0.080
H  1.01931  2.04147  0.31366  0.054
H  0.51246  2.59698  -1.06864  0.079

Results
ΔE to the lowest compared entry with this formula, charge and spin	6.8	kJ/mol
charge	0
frontier orbital gap	9.5	eV
lowest unoccupied orbital energy	0.75	eV
highest occupied orbital energy	-8.7	eV
structure (SMILES)	C[C@@H]1C=CCB1N(C)C

***

Entry 10:
C7H14BrN2 | wB97M-V/def2-TZVPD

Last column: Löwdin charge in e.
Positions of all 24 atoms, in Å:
C  2.06911  0.10556  0.78370  -0.107
C  0.56420  -0.36438  -1.10002  -0.105
C  -0.01987  -1.09384  1.35269  -0.032
C  1.17066  1.31246  1.17760  -0.100
C  -0.03748  1.06241  -0.87173  -0.092
C  1.10441  -0.92790  0.23252  -0.248
C  -0.81446  0.05682  0.96488  0.031
N  -2.68506  -0.54647  -1.51411  -0.437
N  -0.13309  1.12671  0.58331  -0.065
Br  -3.88932  0.84464  -0.97189  0.616
H  2.79249  0.40260  0.02672  0.127
H  2.61699  -0.26470  1.64935  0.127
H  -0.20938  -1.01951  -1.50137  0.101
H  1.38290  -0.31558  -1.81735  0.128
H  -0.59301  -2.01640  1.30087  0.135
H  0.49784  -1.06490  2.31219  0.143
H  1.06217  1.38230  2.26103  0.141
H  1.58298  2.25358  0.81262  0.140
H  0.59651  1.87366  -1.22752  0.140
H  -1.01845  1.14430  -1.33503  0.081
H  1.56066  -1.90515  0.08343  0.159
H  -1.80164  -0.05977  0.54098  0.074
H  -2.69406  -0.55878  -2.53353  0.023
H  -3.10508  -1.42767  -1.20936  0.022

Results
ΔE to the lowest compared entry with this formula, charge and spin	139.8	kJ/mol
charge	+1
frontier orbital gap	8.4	eV
lowest unoccupied orbital energy	-4.99	eV
highest occupied orbital energy	-13.4	eV

***

Entry 11:
C7H14ClOP | wB97M-V/def2-TZVPD

Last column: Löwdin charge in e.
Positions of all 24 atoms, in Å:
C  -0.76060  1.06744  1.08608  -0.203
C  -1.82358  1.53474  0.14951  -0.275
C  -0.07498  -0.23165  0.82224  -0.030
C  1.97684  0.80149  -0.38950  -0.004
C  0.57950  -1.05309  -1.34600  -0.072
C  1.93918  -1.65070  0.59420  -0.051
C  1.11366  -0.52013  -0.00382  -0.539
O  -2.83000  0.46124  0.07328  -0.619
P  -4.33268  0.50408  -0.65025  0.414
Cl  -4.92433  -1.21032  0.11690  0.150
H  -0.07462  1.99735  0.87434  0.134
H  -1.25799  1.01400  2.06724  0.121
H  -2.47637  2.42979  0.37120  0.121
H  -1.37391  1.71616  -0.87142  0.126
H  -0.48093  -0.95968  1.47441  0.099
H  1.63936  1.59738  0.23783  0.042
H  1.99252  0.98844  -1.44416  0.065
H  3.02017  0.72428  -0.07457  0.071
H  -0.43356  -1.55358  -1.39935  0.109
H  0.48188  -0.17727  -1.94376  0.040
H  1.42717  -1.59689  -1.87281  0.104
H  1.75704  -2.06780  1.50675  0.041
H  2.94956  -1.27187  0.67061  0.072
H  1.96667  -2.54340  -0.04895  0.084

Results
ΔE to the lowest compared entry with this formula, charge and spin	355.6	kJ/mol
charge	0
frontier orbital gap (spin up / spin down)	7.8 / 7.2	eV
lowest unoccupied orbital energy (spin up / spin down)	0.38 / -0.33	eV
highest occupied orbital energy (spin up / spin down)	-7.4 / -7.5	eV

***

Entry 12:
C7H14F3N2O5STl | wB97M-V/def2-TZVPD

Last column: Löwdin charge in e.
Positions of all 33 atoms, in Å:
Tl  34.42252  -8.13653  -1.15988  1.227
C  33.46153  -4.47207  -5.07939  -0.572
F  32.94210  -5.60508  -5.54088  0.147
F  33.90047  -3.87040  -6.20218  0.160
F  32.45156  -3.64155  -4.70320  0.153
S  34.77132  -4.91632  -3.73199  0.654
O  36.08812  -5.00993  -4.42376  -0.113
O  34.79447  -3.76791  -2.78510  -0.054
O  34.34782  -6.13911  -3.03547  -0.447
C  37.22525  -12.16182  -1.59102  0.054
C  36.29102  -11.44559  -2.58825  -0.397
O  35.46159  -10.65551  -2.14176  0.001
N  36.42158  -11.78666  -3.90164  0.252
C  37.62816  -12.48025  -4.37228  0.075
H  36.69619  -12.25270  -0.64237  0.097
H  38.04184  -11.45235  -1.45704  0.124
H  37.59758  -13.11025  -1.97825  0.093
H  35.82165  -11.40359  -4.61819  0.201
H  37.83478  -12.62985  -5.43202  0.142
H  37.47843  -13.46802  -3.93640  0.142
H  38.47380  -11.99836  -3.88159  0.144
C  34.16378  -10.54231  3.56312  0.054
C  33.98534  -10.79891  2.04256  -0.311
O  34.26670  -9.86295  1.22271  0.005
N  33.55497  -12.05824  1.66185  0.223
C  33.31883  -12.42597  0.29554  0.041
H  33.32573  -10.26343  4.20185  0.120
H  34.78225  -9.64749  3.63314  0.103
H  34.77162  -11.32084  4.02413  0.110
H  33.25133  -12.57245  2.47640  0.197
H  33.89355  -13.34292  0.16514  0.139
H  33.70345  -11.77384  -0.48861  0.091
H  32.28242  -12.73509  0.15995  0.148

Results
charge	+3
frontier orbital gap (spin up / spin down)	5.3 / 4.9	eV
lowest unoccupied orbital energy (spin up / spin down)	-14.64 / -14.92	eV
highest occupied orbital energy (spin up / spin down)	-19.9 / -19.8	eV
spin multiplicity	2
expectation value of S²	1.823

***

Number 1: molar mass 160.22 g mol⁻¹. Number 2: molar mass 160.22 g mol⁻¹. Number 3: molar mass 98.19 g mol⁻¹. Number 4: molar mass 98.19 g mol⁻¹. Number 5: molar mass 98.19 g mol⁻¹. Number 6: molar mass 98.19 g mol⁻¹. Number 7: molar mass 98.19 g mol⁻¹. Number 8: molar mass 98.19 g mol⁻¹. Number 9: molar mass 123.01 g mol⁻¹. Number 10: molar mass 206.11 g mol⁻¹. Number 11: molar mass 180.62 g mol⁻¹. Number 12: molar mass 499.64 g mol⁻¹.